(1)
C19H30N4O2 in the gas phase, computed with ωB97M-V with the def2-TZVPD basis set.

Atoms and positions in Å:
1 C 6.51726 -1.23526 4.31435
2 C 6.43336 -1.41857 2.80409
3 C 5.01341 -1.75963 2.36072
4 C 4.93020 -1.94166 0.84791
5 H 5.19314 -1.00758 0.34106
6 H 5.58967 -2.74474 0.51239
7 O 3.61904 -2.33921 0.43903
8 C 2.71374 -1.37112 0.28495
9 O 2.92011 -0.20274 0.46392
10 C 1.38044 -1.96045 -0.16006
11 N 0.32933 -0.99676 -0.07293
12 C -0.13736 -0.38143 1.06695
13 C 0.11353 -0.61680 2.40260
14 C -0.55617 0.17199 3.32967
15 C -1.44580 1.15583 2.92907
16 C -1.70168 1.39747 1.58493
17 C -1.03597 0.62158 0.65767
18 N -1.05425 0.61854 -0.72218
19 C -0.21051 -0.38324 -1.18531
20 N 0.06808 -0.76981 -2.36191
21 H -0.39905 -0.25739 -3.09869
22 C -1.87499 1.45059 -1.55575
23 H -1.35672 1.63571 -2.50136
24 H -2.01868 2.40976 -1.05429
25 C -3.23301 0.78897 -1.85305
26 N -3.99144 1.59008 -2.78430
27 C -4.59382 2.78749 -2.21956
28 C -4.06652 4.03882 -2.92058
29 H -4.29749 3.99719 -3.98156
30 H -4.52364 4.93010 -2.49751
31 H -2.98808 4.10862 -2.81004
32 H -5.68528 2.75925 -2.31948
33 H -4.36912 2.84854 -1.15025
34 C -4.84807 0.84168 -3.67985
35 C -5.96019 0.02651 -3.00839
36 H -6.60455 0.66760 -2.41075
37 H -5.53840 -0.73761 -2.35991
38 H -6.56805 -0.46075 -3.76614
39 H -5.29124 1.55713 -4.37701
40 H -4.21058 0.16645 -4.25903
41 H -3.75911 0.61718 -0.89770
42 H -3.04017 -0.18550 -2.30890
43 H -2.39608 2.16729 1.28562
44 H -1.95185 1.74988 3.67507
45 H -0.37886 0.01370 4.38264
46 H 0.80860 -1.37942 2.71756
47 H 1.16087 -2.84938 0.43947
48 H 1.45549 -2.24391 -1.21525
49 H 4.33424 -0.95667 2.65448
50 H 4.68412 -2.68086 2.84692
51 H 6.75351 -0.50039 2.30775
52 H 7.11099 -2.21780 2.49529
53 H 7.53342 -0.98955 4.61271
54 H 5.86033 -0.43090 4.63668
55 H 6.21985 -2.14723 4.82720

Summary:
M, g/mol: 346.47
Spin multiplicity: 1
F_max, Eh/bohr: 0.0127

(2)
A molecular structure, C19H30N4O4S, computed with ωB97M-V with the def2-TZVPD basis set.

Atoms and positions in Å:
1 C 5.23928 -4.80944 1.13737
2 H 4.72506 -5.71684 1.30206
3 O 4.70038 -3.74634 1.85330
4 C 3.53064 -3.46010 1.89049
5 C 3.32157 -2.44957 2.58747
6 C 1.98650 -1.99972 2.91849
7 C 1.04357 -2.58925 2.29160
8 C 1.17972 -3.79352 1.23939
9 C 2.50426 -4.22969 1.17875
10 H 2.77092 -4.92089 0.53125
11 H 0.27653 -4.28306 0.86002
12 N -0.50290 -2.32442 2.28742
13 C -1.42596 -2.58255 1.51327
14 O -1.72692 -3.50891 0.96203
15 C -2.79028 -1.78045 1.88015
16 N -2.79978 -0.47386 1.31096
17 C -1.77648 0.63676 1.53137
18 C -2.19738 1.85302 0.86391
19 N -2.44839 1.63952 -0.70590
20 S -0.80437 1.64415 -1.22282
21 O 0.21580 0.88631 -0.58851
22 O -0.99113 1.11230 -2.47265
23 N -0.59484 3.23379 -1.18612
24 C 0.79177 3.74652 -0.64826
25 H 0.91151 2.89037 -0.15963
26 C 1.82590 3.75036 -1.95579
27 H 2.26852 2.70457 -2.22086
28 C 1.31323 4.40899 -3.18631
29 H 1.21078 5.44838 -2.82808
30 H 2.40646 4.61193 -3.78061
31 C 0.29803 3.63950 -4.00161
32 H 0.55142 3.81074 -5.14847
33 H 0.51039 2.63849 -3.83845
34 C -0.91048 4.02201 -3.66021
35 H -1.59551 3.24822 -4.06102
36 H -1.50930 4.99485 -3.97249
37 C -1.34885 4.00991 -2.25556
38 H -2.33225 3.93468 -1.68939
39 H -1.20515 5.09121 -1.70255
40 H 2.71375 4.07523 -1.31868
41 H 0.71900 4.90202 -0.38641
42 C -3.15487 0.51630 -0.71856
43 C -2.71431 -0.81013 -0.18671
44 H -1.62730 -1.05267 -0.55166
45 H -3.51579 -1.70148 -0.48050
46 H -4.19388 0.93466 -0.87373
47 H -2.98079 0.48021 -2.11485
48 H -3.16567 2.34083 1.02676
49 H -1.63491 2.54096 0.92076
50 H -0.89188 0.18275 1.42317
51 H -2.06466 0.71093 2.59113
52 H -2.86545 -1.44083 2.99972
53 H -3.82061 -2.21794 1.61058
54 H -0.45335 -1.24054 2.93601
55 H 1.67029 -0.99658 3.53764
56 H 3.89250 -1.81266 3.51678
57 H 6.38083 -5.02523 1.16019
58 H 5.05685 -4.72326 0.12543

Summary:
M, g/mol: 410.54
Spin multiplicity: 1
F_max, Eh/bohr: 0.3122

(3)
A molecular structure, C19H30O9, computed with ωB97M-V with the def2-TZVPD basis set.

Atoms and positions in Å:
1 O 0.48252 -1.64700 -1.48685
2 C 0.32639 -0.42332 -1.39301
3 O -0.82247 0.14690 -1.35493
4 C -0.74359 1.51354 -0.87843
5 C 0.68863 1.87830 -1.35453
6 C 1.47930 0.61449 -1.17223
7 H -0.88875 1.44885 0.19992
8 H -1.48427 2.22199 -1.24937
9 H 1.18519 2.64136 -0.75514
10 H 0.57272 2.06858 -2.42151
11 H 1.99846 0.51137 -0.21937
12 H 2.23255 0.51778 -1.95412
13 O -1.88565 3.26021 0.29149
14 C -2.93497 2.74626 -0.18591
15 O -2.88372 1.52606 -0.81951
16 C -4.24846 1.15380 -1.24123
17 C -5.11595 2.39901 -0.99121
18 C -4.37650 3.37756 -0.16782
19 H -4.60572 0.36279 -0.58186
20 H -4.16303 0.79575 -2.26719
21 H -6.07482 2.11338 -0.55869
22 H -5.33444 2.74027 -2.00310
23 H -4.90068 3.40293 0.78753
24 H -4.57767 4.27927 -0.74620
25 O 3.98602 0.20059 3.63759
26 C 3.18499 -0.39004 2.96548
27 O 1.94998 -0.76163 3.48773
28 C 1.10092 -1.37286 2.46838
29 C 2.01332 -1.83483 1.41205
30 C 3.23716 -0.92405 1.50197
31 H 0.20874 -0.90932 2.04740
32 H 0.82495 -2.32246 2.92685
33 H 1.41229 -1.52564 0.55691
34 H 2.18212 -2.91004 1.35277
35 H 3.18450 -0.04236 0.86326
36 H 4.21983 -1.37501 1.36387
37 O -0.15734 -6.45437 -2.40597
38 C 0.37094 -5.40000 -2.10059
39 O -0.17094 -4.61946 -1.06893
40 C 0.62138 -3.47752 -0.90764
41 C 1.20356 -3.24717 -2.26692
42 C 1.40767 -4.63525 -2.84254
43 H 1.42972 -3.54806 -0.17983
44 H 0.03149 -2.64295 -0.52867
45 H 2.14772 -2.70297 -2.24458
46 H 0.46862 -2.70202 -2.85918
47 H 2.41438 -4.98511 -2.61398
48 H 1.18208 -4.61679 -3.90878
49 C -0.44772 2.76413 1.99125
50 C 0.69169 1.82578 1.90976
51 O 0.62455 0.78026 1.31811
52 C 2.00623 2.31553 2.56108
53 H -0.05515 3.76211 2.18622
54 H -0.98619 2.34689 2.84218
55 H -1.02702 2.68101 1.07169
56 H 2.77126 1.74091 2.03894
57 H 1.93920 1.94974 3.58568
58 H 2.10407 3.38261 2.36142

Summary:
M, g/mol: 402.44
Spin multiplicity: 1
F_max, Eh/bohr: 0.2466

(4)
A molecular structure, C19H31AsAuNO7S5Si, computed with ωB97M-V with the def2-TZVPD basis set.

Atoms and positions in Å:
1 Au -0.30462 -0.04059 0.42452
2 S -4.16373 0.97073 0.57304
3 As -2.35205 1.95443 1.09236
4 S -1.00666 2.05810 -0.60299
5 S -1.15395 0.81177 2.52106
6 S -2.92150 3.84254 1.83842
7 C 4.17920 -0.68141 3.63295
8 C 4.91068 -1.22683 2.40973
9 C 4.90056 -0.20160 1.27505
10 C 6.36334 -1.56733 2.78249
11 O 4.29817 -2.41640 1.95837
12 Si 2.72249 -2.80597 1.80841
13 S 1.75476 -1.29806 0.65167
14 O 2.71644 -4.25766 1.09515
15 C 2.92988 -4.65759 -0.24453
16 C 3.92494 -3.73070 -0.93394
17 C 1.59168 -4.64216 -0.98347
18 C 3.49219 -6.08527 -0.16763
19 O 2.24189 -3.04115 3.33296
20 C 1.16809 -3.69997 3.96187
21 C 0.91455 -5.06688 3.32639
22 C -0.08965 -2.83644 3.86737
23 C 1.62912 -3.87427 5.41678
24 H 4.69054 0.18893 4.03618
25 H 4.12148 -1.45446 4.39418
26 H 3.16689 -0.41034 3.35209
27 H 5.42309 0.70727 1.56449
28 H 3.87153 0.03236 1.01598
29 H 5.37642 -0.62965 0.39609
30 H 6.86986 -0.67035 3.13573
31 H 6.89451 -1.94795 1.91200
32 H 6.39112 -2.31712 3.57048
33 H 3.48606 -2.74089 -1.01624
34 H 4.17087 -4.09646 -1.92711
35 H 4.82763 -3.66113 -0.33299
36 H 1.21857 -3.62387 -1.05053
37 H 0.86058 -5.24453 -0.44789
38 H 1.69927 -5.02934 -1.99347
39 H 4.41761 -6.08057 0.40512
40 H 3.69291 -6.47500 -1.16330
41 H 2.77573 -6.73480 0.33109
42 H 0.59465 -4.93568 2.29798
43 H 0.14664 -5.60856 3.87355
44 H 1.83397 -5.64543 3.32650
45 H -0.36789 -2.71388 2.82369
46 H 0.10020 -1.84691 4.27478
47 H -0.92228 -3.28950 4.40073
48 H 2.54223 -4.46779 5.42885
49 H 0.87100 -4.37405 6.01475
50 H 1.84760 -2.89889 5.84641
51 O -0.22893 -2.33359 -2.56984
52 C -1.19093 -2.23175 -1.82573
53 O -1.41485 -1.39439 -0.90858
54 C -2.33419 -3.24576 -1.98051
55 C -2.38540 -4.07652 -3.09689
56 C -3.39663 -5.00169 -3.22902
57 C -4.36762 -5.10896 -2.23144
58 C -4.32815 -4.27472 -1.11388
59 C -3.31842 -3.34497 -1.00062
60 N -5.39575 -6.07647 -2.35499
61 O -5.43505 -6.77405 -3.36832
62 O -6.21018 -6.19163 -1.44203
63 H -1.61853 -3.97473 -3.84993
64 H -3.45233 -5.65320 -4.08952
65 H -5.08791 -4.36176 -0.35357
66 H -3.28222 -2.67256 -0.15999

Summary:
Total charge: -2
M, g/mol: 845.77
Spin multiplicity: 1
F_max, Eh/bohr: 0.0689

E_HOMO across the listed records, respectively: -7.41; -7.83; -8.66; -1.72 eV.
HOMO-LUMO gap across the listed records, respectively: 8.3; 8.4; 8.7; 4.2 eV.